Version A
DFT (wB97M-V/def2-TZVPD) results for one molecule with the formula C4H4ClN3.

Geometry (Å):
1 Cl -3.826 -0.213 -0.001
2 N 0.159 0.024 -0.003
3 N 0.598 -1.253 0.000
4 N 1.891 -1.226 -0.003
5 C 2.302 0.071 0.003
6 C 1.194 0.893 0.003
7 C -2.158 -0.624 0.004
8 C -1.223 0.320 0.000
9 H 1.055 1.955 -0.002
10 H 3.368 0.353 -0.008
11 H -1.425 1.385 -0.002
12 H -1.935 -1.683 0.010

The spin multiplicity is 1. Its gap between HOMO and LUMO is 9.9 eV. The SMILES is Cl/C=C/n1ccnn1. The HOMO energy is -9.3 eV.

Partial charges, Löwdin, in e: 0.62 -0.15 0.03 0.00 -0.15 -0.06 -0.56 -0.14 0.11 0.10 0.12 0.07

=====

Version B
DFT (wB97M-V/def2-TZVPD) results for one molecule with the formula C4H4ClN3.

Geometry (Å):
1 Cl 2.056 1.778 -0.758
2 N -0.542 -1.867 -0.778
3 N 0.607 -1.510 -1.288
4 N -1.172 -0.920 -0.096
5 C -0.157 0.014 0.134
6 C 2.441 0.110 -0.225
7 C 1.019 -0.590 -0.384
8 C -0.728 1.151 1.159
9 H -1.028 -2.457 -1.591
10 H -0.524 1.106 2.237
11 H -0.215 2.024 0.703
12 H -1.758 1.163 0.887

The spin multiplicity is 1. Its gap between HOMO and LUMO is 8.4 eV. The HOMO energy is -9.9 eV.

Partial charges, Löwdin, in e: 0.55 -0.13 0.06 0.07 -0.26 -0.22 -0.41 -0.02 0.21 0.07 0.03 0.05

=====

Which one sits at the bottom of the stability order? version B does.